DFT (the ωB97M-V functional and the def2-TZVPD basis) results for an isolated molecule of C5H4O2.

Geometry as XYZ:
```
11
Properties=species:S:1:pos:R:3:forces:R:3
O 1.154679 0.878542 -1.302199 0.2556 -0.0839 -0.0017
C -0.074828 0.522661 -0.761798 0.0249 -0.1593 0.0169
O -0.380781 1.360586 0.360768 0.0806 -0.0544 -0.0463
C -0.110375 0.575089 1.427699 0.0660 -0.1174 0.1114
C 0.124638 -0.735833 1.156329 -0.0726 0.0642 0.1495
C -0.205633 -0.872902 -0.239131 -0.3209 -0.0311 0.0652
C -0.901401 -0.495891 -1.307293 0.1424 -0.1197 -0.0635
H -0.169746 1.068062 2.393501 -0.0219 -0.1054 -0.1719
H 0.399237 -1.502017 1.866344 -0.1868 0.0959 -0.0330
H 1.574614 0.005825 -1.387521 0.3524 0.5888 -0.2428
H -1.410404 -0.804122 -2.206699 -0.3196 -0.0779 0.2163
```
Positions in Å, forces in eV/Å.

SMILES string = O[C@@]12C=C1C=CO2
energy relative to the best compared isomer or geometry (same formula, charge and spin) = 94.3 kcal per mole
HOMO-LUMO gap = 0.356 hartree
HOMO = -0.334 Eh